# CClF3OS

A structure of composition CClF3OS (ωB97M-V with the def2-TZVPD basis set, the OMol25 dataset).

Output
- Charge: 0
- Highest occupied orbital energy (alpha / beta): -9.2589 / -11.3670 eV
- 2S+1: 3
- HOMO-LUMO gap (alpha / beta): 9.37 / 6.60 eV
- Energy above the lowest of the compared OMol25 structures with the same formula, charge and spin: 199.5 kJ/mol
- Electronic energy: -1271.13986 hartree

Last column: Löwdin spin population.
Positions of all 7 atoms, in Å:
C (-0.6900, 0.2026, -0.1309)  0.0864
O (1.4606, 0.2459, 1.4704)  0.5473
F (-0.9713, 0.1666, -1.4343)  0.0198
F (-1.3520, 1.2675, 0.3709)  0.0261
F (1.5056, -1.1873, -1.0867)  0.6151
S (1.2045, 0.5808, 0.1180)  0.6753
Cl (-1.1574, -1.2761, 0.6925)  0.0300

Cartesian forces, eV/Å:
-0.36 0.83 -0.17
1.09 -0.71 4.17
0.46 -0.20 0.47
0.19 -0.56 0.11
0.26 -0.03 -0.14
-1.89 0.11 -4.15
0.26 0.56 -0.30